[1]
ORCA calculation (wB97M-V/def2-TZVPD) on 7 unconnected molecules or ions with the total composition C27H57O14S at a distorted geometry.

Cartesian coordinates (Å):
O (-2.46, 1.43, 1.85)
C (-2.60, 2.59, 1.41)
O (-2.77, 3.59, 2.21)
C (-2.63, 2.90, -0.12)
C (-2.14, 2.12, -1.12)
C (-1.45, 0.73, -0.95)
C (-0.06, 0.83, -0.22)
C (0.65, -0.58, 0.03)
C (-0.31, -1.80, -0.20)
S (0.39, -3.41, 0.27)
O (0.06, -3.73, 1.65)
O (1.80, -3.61, -0.07)
O (-0.46, -4.55, -0.64)
C (-2.44, 2.87, -2.45)
O (-2.18, 2.46, -3.54)
O (-3.09, 4.06, -2.13)
C (-3.28, 4.20, -0.74)
O (-3.85, 5.07, -0.19)
H (-1.24, 0.37, -2.00)
H (-2.20, 0.10, -0.42)
H (0.63, 1.41, -0.90)
H (-0.09, 1.39, 0.74)
H (0.96, -0.59, 1.12)
H (1.62, -0.68, -0.55)
H (-0.66, -1.84, -1.27)
H (-1.22, -1.63, 0.44)
H (-1.35, -4.19, -0.84)
C (3.26, 3.23, -0.30)
C (2.94, 3.22, 1.19)
C (4.20, 3.03, 2.02)
O (2.02, 2.17, 1.47)
H (3.71, 2.28, -0.61)
H (2.35, 3.36, -0.89)
H (3.95, 4.04, -0.55)
H (2.45, 4.16, 1.47)
H (4.68, 2.08, 1.79)
H (3.95, 3.02, 3.09)
H (4.92, 3.84, 1.84)
H (2.44, 1.34, 1.23)
C (3.89, -7.18, -0.80)
C (5.25, -6.55, -0.53)
C (5.48, -6.35, 0.96)
O (5.33, -5.29, -1.19)
H (3.08, -6.54, -0.44)
H (3.74, -7.30, -1.87)
H (3.81, -8.15, -0.32)
H (6.04, -7.18, -0.94)
H (4.72, -5.68, 1.39)
H (6.45, -5.88, 1.15)
H (5.44, -7.30, 1.50)
H (4.63, -4.72, -0.83)
C (9.19, -7.61, -0.32)
C (8.87, -7.63, 1.17)
C (10.13, -7.79, 2.00)
O (7.98, -8.71, 1.44)
H (9.66, -8.55, -0.63)
H (8.28, -7.51, -0.91)
H (9.86, -6.79, -0.57)
H (8.36, -6.71, 1.44)
H (10.64, -8.73, 1.77)
H (9.89, -7.81, 3.07)
H (10.83, -6.97, 1.82)
H (8.42, -9.53, 1.20)
C (-2.23, -9.73, 0.97)
C (-2.11, -8.38, 0.29)
C (-0.90, -7.61, 0.80)
O (-3.30, -7.62, 0.53)
H (-2.36, -9.61, 2.05)
H (-3.11, -10.27, 0.61)
H (-1.35, -10.34, 0.79)
H (-2.03, -8.52, -0.79)
H (-0.99, -7.42, 1.87)
H (-0.83, -6.63, 0.31)
H (0.02, -8.16, 0.62)
H (-3.38, -7.49, 1.48)
C (-6.87, 9.19, 1.81)
C (-5.71, 8.94, 0.86)
C (-4.94, 7.69, 1.24)
O (-4.84, 10.07, 0.88)
H (-6.51, 9.34, 2.83)
H (-7.42, 10.09, 1.53)
H (-7.57, 8.35, 1.81)
H (-6.09, 8.84, -0.16)
H (-4.51, 7.79, 2.25)
H (-4.10, 7.53, 0.56)
H (-5.58, 6.81, 1.22)
H (-4.50, 10.17, 1.78)
C (-7.27, 11.35, -2.40)
C (-7.98, 10.46, -3.41)
C (-7.37, 9.06, -3.44)
O (-7.89, 11.04, -4.71)
H (-6.21, 11.46, -2.66)
H (-7.70, 12.35, -2.40)
H (-7.34, 10.93, -1.39)
H (-9.04, 10.39, -3.16)
H (-6.32, 9.10, -3.73)
H (-7.89, 8.44, -4.17)
H (-7.45, 8.58, -2.46)
H (-6.95, 11.10, -4.94)

Computed properties:
Total energy in Eh: -2514.54761
Lowest unoccupied orbital energy in eV: 1.98
Total charge: -1


[2]
ORCA calculation (wB97M-V/def2-TZVPD) on a molecular structure, C27H58HfO3P2SSi at a distorted geometry.

Cartesian coordinates (Å):
P (-0.26, -1.91, -5.43)
P (0.36, 1.43, -5.38)
C (-0.41, -0.84, -6.96)
C (0.47, 0.43, -6.95)
H (-1.47, -0.59, -7.08)
H (-0.13, -1.50, -7.79)
H (1.53, 0.18, -7.11)
H (0.16, 1.11, -7.75)
C (-1.31, 2.15, -5.72)
H (-1.57, 2.86, -4.93)
H (-2.08, 1.37, -5.76)
H (-1.26, 2.68, -6.68)
C (1.31, 2.97, -5.69)
H (0.91, 3.50, -6.57)
H (2.37, 2.74, -5.84)
H (1.21, 3.62, -4.81)
C (-1.11, -3.46, -5.91)
H (-0.96, -4.20, -5.11)
H (-0.68, -3.86, -6.84)
H (-2.19, -3.29, -6.04)
C (1.44, -2.51, -5.81)
H (2.18, -1.70, -5.82)
H (1.41, -2.99, -6.80)
H (1.74, -3.25, -5.06)
Hf (-0.22, -0.45, -0.31)
C (0.83, 1.14, -1.54)
C (-0.52, 1.34, -1.84)
C (-1.36, 0.63, -2.88)
C (-1.98, -0.77, -2.60)
C (-1.04, -1.81, -2.04)
C (0.34, -1.91, -2.25)
C (1.20, -0.95, -3.03)
C (1.81, 0.29, -2.33)
C (1.22, -1.73, 0.63)
H (1.31, 1.88, -0.87)
H (-1.00, 2.24, -1.44)
H (-0.79, 0.49, -3.83)
H (-2.18, 1.30, -3.18)
H (-2.88, -0.65, -1.97)
H (-2.38, -1.15, -3.56)
H (-1.55, -2.70, -1.64)
H (0.84, -2.86, -2.03)
H (0.62, -0.52, -3.87)
H (2.01, -1.51, -3.52)
H (2.69, 0.00, -1.73)
H (2.24, 0.92, -3.14)
H (1.69, -1.34, 1.54)
H (2.00, -2.12, -0.05)
H (0.64, -2.62, 0.95)
C (-2.51, -3.02, 4.47)
C (-2.35, -1.52, 4.21)
C (-3.32, -1.08, 3.12)
C (-2.57, -0.74, 5.49)
O (-0.97, -1.34, 3.75)
Si (-0.18, 0.10, 3.47)
S (-0.91, 0.90, 1.61)
O (-0.35, 1.12, 4.74)
C (-0.69, 2.49, 5.27)
C (-1.82, 3.07, 4.46)
C (-1.07, 2.28, 6.73)
C (0.55, 3.37, 5.18)
O (1.40, -0.31, 3.32)
C (2.80, -0.07, 3.67)
C (3.48, 0.55, 2.45)
C (2.89, 0.86, 4.87)
C (3.43, -1.41, 4.01)
H (-3.53, -3.21, 4.85)
H (-1.80, -3.37, 5.22)
H (-2.38, -3.59, 3.55)
H (-4.35, -1.23, 3.49)
H (-3.19, -0.02, 2.85)
H (-3.18, -1.68, 2.22)
H (-1.77, -0.95, 6.22)
H (-2.61, 0.34, 5.30)
H (-3.53, -1.03, 5.94)
H (-2.75, 2.51, 4.61)
H (-2.00, 4.10, 4.80)
H (-1.58, 3.10, 3.39)
H (-0.26, 1.79, 7.29)
H (-1.25, 3.26, 7.20)
H (-1.99, 1.69, 6.84)
H (1.33, 3.00, 5.85)
H (0.92, 3.42, 4.15)
H (0.29, 4.39, 5.50)
H (2.97, 1.46, 2.13)
H (4.52, 0.80, 2.72)
H (3.51, -0.16, 1.62)
H (2.29, 0.48, 5.71)
H (3.94, 0.92, 5.20)
H (2.57, 1.87, 4.61)
H (2.98, -1.84, 4.91)
H (3.33, -2.13, 3.18)
H (4.50, -1.26, 4.20)

Computed properties:
ΔE to the lowest compared entry with this formula, charge and spin in eV: 0.000
Total energy in Eh: -2707.19283
Lowest unoccupied orbital energy in eV: -8.60
Total charge: +2


[3]
ORCA calculation (wB97M-V/def2-TZVPD) on a molecular structure, C27H58NO17S at a distorted geometry.

Cartesian coordinates (Å):
N (7.95, 8.64, 59.30)
H (6.96, 9.04, 59.17)
H (8.28, 8.55, 60.25)
H (8.48, 9.19, 58.85)
H (8.28, 7.72, 58.88)
S (7.39, 11.27, 60.93)
O (6.99, 12.44, 61.73)
O (7.48, 10.00, 61.73)
O (6.42, 11.11, 59.87)
O (8.63, 11.56, 60.44)
O (9.76, 6.71, 57.29)
C (10.96, 6.32, 57.25)
O (11.76, 6.20, 56.18)
C (11.20, 6.68, 54.99)
C (12.05, 6.08, 53.88)
C (11.54, 5.59, 58.35)
H (11.05, 7.69, 55.09)
H (10.22, 6.29, 54.70)
H (12.06, 5.03, 53.97)
H (13.08, 6.43, 54.03)
H (11.58, 6.51, 52.98)
H (12.49, 5.86, 58.76)
H (11.82, 4.55, 58.19)
H (11.04, 5.73, 59.36)
O (9.00, 9.82, 56.29)
C (8.78, 10.75, 55.57)
O (8.18, 11.92, 55.87)
C (7.57, 12.18, 57.18)
C (6.89, 13.58, 57.15)
C (9.15, 10.68, 54.06)
H (8.18, 12.18, 58.08)
H (6.92, 11.45, 57.42)
H (5.96, 13.57, 56.38)
H (7.68, 14.31, 56.90)
H (6.25, 13.76, 58.05)
H (8.28, 10.74, 53.42)
H (9.49, 9.72, 54.02)
H (9.82, 11.39, 53.78)
O (5.32, 6.89, 58.45)
C (4.26, 6.78, 57.81)
O (3.65, 7.84, 57.16)
C (4.06, 9.16, 57.31)
C (2.89, 10.12, 56.92)
C (3.60, 5.44, 57.62)
H (5.00, 9.37, 56.60)
H (4.38, 9.46, 58.35)
H (2.30, 9.94, 56.05)
H (3.20, 11.06, 56.90)
H (2.07, 10.02, 57.58)
H (2.71, 5.38, 58.36)
H (4.31, 4.70, 57.84)
H (3.09, 5.22, 56.60)
O (11.28, 8.02, 60.40)
C (12.23, 8.49, 61.01)
O (12.25, 9.54, 61.97)
C (11.01, 10.12, 62.29)
C (10.99, 10.72, 63.56)
C (13.69, 7.95, 60.92)
H (10.17, 9.45, 62.29)
H (10.78, 10.64, 61.42)
H (10.92, 9.86, 64.44)
H (10.10, 11.46, 63.73)
H (11.90, 11.50, 63.56)
H (13.75, 7.14, 61.15)
H (14.27, 8.50, 61.51)
H (13.97, 8.24, 59.98)
O (8.10, 5.58, 60.28)
C (7.71, 4.81, 61.19)
O (8.48, 4.65, 62.31)
C (9.76, 5.30, 62.57)
C (10.48, 4.61, 63.62)
C (6.56, 4.03, 61.13)
H (9.80, 6.43, 62.90)
H (10.33, 5.33, 61.70)
H (9.92, 4.55, 64.71)
H (11.43, 4.83, 63.44)
H (10.37, 3.51, 63.44)
H (6.75, 3.23, 60.42)
H (5.83, 4.76, 60.64)
H (6.23, 3.48, 61.98)
O (3.95, 6.04, 62.62)
C (4.12, 7.12, 62.01)
O (3.26, 7.75, 61.14)
C (1.91, 7.34, 60.97)
C (1.17, 8.17, 59.96)
C (5.52, 7.74, 61.86)
H (1.32, 7.36, 61.73)
H (2.06, 6.42, 60.79)
H (1.67, 8.06, 59.00)
H (1.15, 9.31, 60.23)
H (0.25, 7.77, 59.78)
H (6.46, 7.01, 61.85)
H (5.81, 8.58, 62.57)
H (5.62, 8.29, 60.90)
C (7.22, 10.24, 63.69)
C (8.30, 9.35, 64.25)
O (8.87, 9.57, 65.50)
C (8.63, 8.09, 63.49)
H (7.45, 10.41, 62.75)
H (7.25, 11.07, 64.15)
H (6.31, 9.75, 63.58)
H (9.16, 8.49, 62.54)
H (7.77, 7.62, 63.16)
H (9.42, 7.44, 63.94)

Computed properties:
ΔE to the lowest compared entry with this formula, charge and spin in eV: 1.212
Total energy in Eh: -2795.11942
Lowest unoccupied orbital energy in eV: 2.13
Total charge: -1